The following is a DFT calculation (the ωB97M-V functional and the def2-TZVPD basis) of the ion C5H13N2 with charge +1.

```
! wB97M-V def2-TZVPD RIJCOSX def2/J DEFGRID3
* xyz 1 1
C -0.5881 -0.7723 -2.5677
C -0.3500 -0.0486 -1.4628
N 0.3074 1.2563 -1.5880
C -0.8687 -0.3333 -0.1102
C 0.3858 -0.2539 0.8154
C 0.3706 -1.1226 2.0687
N 0.3792 1.1843 1.3628
H -1.2110 -1.6632 -2.6756
H -0.2285 -0.4466 -3.5441
H 1.3087 1.1834 -1.7055
H -0.0547 1.7240 -2.4211
H -1.4022 -1.3190 -0.1341
H -1.6676 0.2271 0.3891
H 1.2508 -0.1582 0.1588
H -0.6580 -1.5279 2.3166
H 0.7397 -0.5473 2.8905
H 1.0307 -1.9868 1.8976
H -0.3393 1.4435 2.0448
H 1.2304 1.5043 1.8287
H 0.3651 1.6567 0.4363
*
```

For the HOMO energy, the calculation gives -13.470 eV. As for the LUMO energy: -3.123 eV. Its structure (SMILES) is C=C(N)C[C@H](C)[NH3+]. The value obtained for the energy relative to the best compared isomer or geometry (same formula, charge and spin) is 2.2919 eV.

Charges obtained by Mulliken population analysis, quoted in units of e:
1 C -1.060
2 C 0.749
3 N -0.642
4 C -0.906
5 C 0.060
6 C -1.320
7 N -0.400
8 H 0.282
9 H 0.286
10 H 0.249
11 H 0.299
12 H 0.404
13 H 0.361
14 H 0.555
15 H 0.325
16 H 0.399
17 H 0.335
18 H 0.324
19 H 0.342
20 H 0.359


The following is a DFT calculation (the ωB97M-V functional and the def2-TZVPD basis) of a cluster of 2 separate species, C2H3F2NO in total.

```
! wB97M-V def2-TZVPD RIJCOSX def2/J DEFGRID3
* xyz 0 1
C 1.0873 -0.9672 -0.9275
C -0.5085 -0.0370 0.2253
N -0.1310 1.2229 0.6608
O 1.7636 -0.2583 -1.5194
F -1.6458 -0.2282 -0.5954
F -0.6692 -1.0915 1.1126
H 1.1269 -1.9416 -0.5286
H -0.6626 1.7656 -0.0540
H -0.3606 1.5353 1.6261
*
```

For the HOMO energy, the calculation gives -8.225 eV. As for the LUMO energy: 0.798 eV. The value obtained for the energy relative to the best compared isomer or geometry (same formula, charge and spin) is 3.3800 eV.

Charges obtained by Mulliken population analysis, quoted in units of e:
1 C 0.076
2 C 0.412
3 N -0.478
4 O -0.321
5 F -0.285
6 F -0.271
7 H 0.331
8 H 0.285
9 H 0.252


The following is a DFT calculation (the ωB97M-V functional and the def2-TZVPD basis) of a structure of composition C7H5CsLiO3.

```
! wB97M-V def2-TZVPD RIJCOSX def2/J DEFGRID3
* xyz -1 1
O 0.9819 0.4385 4.5066
C 0.2999 -0.1501 3.6551
C -0.2526 -0.7438 2.7181
C -1.0041 -1.3441 1.6576
C -0.4935 -2.2072 0.7296
O -1.2393 -2.8684 -0.1627
Li -1.1226 -4.5055 -0.7846
H -2.1033 -1.2678 1.7063
H 0.5822 -2.4408 0.7453
C 2.0834 2.8177 -1.8512
C 1.0256 1.9981 -1.8335
C -0.2373 2.3660 -1.1017
O -1.2686 1.8334 -1.6266
Cs -3.3266 -1.3403 -2.3328
H 1.9538 3.8699 -1.5762
H 3.1045 2.4548 -1.9865
H 1.0169 1.0896 -2.4627
*
```

For the HOMO energy (alpha / beta), the calculation gives -1.810 / -1.728 eV. As for the LUMO energy (alpha / beta): 0.633 / 0.649 eV.

Charges obtained by Mulliken population analysis, quoted in units of e:
1 O -0.750
2 C 1.283
3 C -0.662
4 C -0.824
5 C -0.068
6 O -0.885
7 Li 0.690
8 H 0.161
9 H 0.302
10 C -0.574
11 C 0.145
12 C -0.486
13 O -0.574
14 Cs 0.575
15 H 0.272
16 H 0.215
17 H 0.182


The following is a DFT calculation (the ωB97M-V functional and the def2-TZVPD basis) of a cluster of 11 separate species, CH21O13 in total.

```
! wB97M-V def2-TZVPD RIJCOSX def2/J DEFGRID3
* xyz -1 1
C -3.5550 -28.8360 3.0490
O -2.4710 -29.2050 3.4190
O -4.0500 -29.3320 1.8700
O -4.2840 -28.0360 3.6770
H -3.4280 -29.9760 1.6880
O -4.8040 -26.1780 5.5920
H -5.7490 -26.0900 5.7100
H -4.5910 -26.9460 5.0860
O -0.3160 -27.1370 3.7000
H -1.2160 -26.8880 3.5310
H -0.3240 -27.9280 4.2100
O -2.7240 -25.9320 3.0650
H -3.2780 -25.1260 3.1290
H -3.2750 -26.6780 3.2900
O -2.4100 -28.1430 5.9680
H -2.9700 -28.7480 6.4130
H -2.5380 -28.2490 5.0530
O -0.1220 -29.7620 4.4830
H -1.0070 -29.7520 4.1490
H -0.2520 -29.9270 5.3750
O -1.1520 -28.6060 0.6950
H -0.7390 -27.8870 0.1940
H -1.3720 -28.2690 1.5340
O -5.7090 -27.1170 1.3990
H -6.0690 -26.4870 2.0480
H -5.1720 -27.7530 1.9340
O -3.0030 -29.4890 -0.8240
H -2.3250 -29.3970 -0.1350
H -2.6110 -30.0000 -1.5240
O -5.7780 -28.8230 -0.8440
H -5.9490 -28.1120 -0.1990
H -5.0120 -29.1960 -0.4880
O -6.9220 -28.6970 4.2340
H -5.9880 -28.6270 4.2030
H -7.2120 -29.2320 3.5450
*
```

For the HOMO energy, the calculation gives -7.253 eV. As for the LUMO energy: 2.970 eV. The value obtained for the energy relative to the best compared isomer or geometry (same formula, charge and spin) is 0.8421 eV.

Charges obtained by Mulliken population analysis, quoted in units of e:
1 C 0.647
2 O -0.662
3 O -0.620
4 O -0.768
5 H 0.287
6 O -0.687
7 H 0.316
8 H 0.434
9 O -0.669
10 H 0.302
11 H 0.386
12 O -0.736
13 H 0.316
14 H 0.422
15 O -0.679
16 H 0.297
17 H 0.153
18 O -0.695
19 H 0.575
20 H 0.282
21 O -0.686
22 H 0.310
23 H 0.393
24 O -0.732
25 H 0.291
26 H 0.464
27 O -0.607
28 H 0.442
29 H 0.250
30 O -0.673
31 H 0.389
32 H 0.312
33 O -0.679
34 H 0.330
35 H 0.296


The following is a DFT calculation (the ωB97M-V functional and the def2-TZVPD basis) of a structure of composition C43H51AsBaNO5P.

```
! wB97M-V def2-TZVPD RIJCOSX def2/J DEFGRID3
* xyz 0 1
Ba 0.8275 0.5458 0.2649
O 2.2535 -1.5108 0.5076
C 2.6252 -2.5770 1.3425
C 3.9029 -2.2731 2.1767
C 3.7512 -0.8551 2.7653
C 2.4797 -0.7180 3.5827
C 2.4864 -1.3037 4.8172
C 1.2493 -1.6494 5.4307
C 0.1414 -1.0860 4.8166
C 0.2307 -0.3836 3.6026
N 1.3948 -0.2141 2.9876
H 4.3853 -0.3726 -0.4951
H 2.8100 -3.4907 0.8044
H 1.8520 -2.8419 2.0919
H 4.7846 -2.3947 1.5407
H 3.9330 -3.0297 2.9737
H 3.6201 -0.1747 1.9131
H 4.5620 -0.5909 3.3718
H 3.5198 -1.5656 5.1100
H 1.2356 -2.1922 6.3267
H -0.8895 -1.2935 5.2191
H -0.6472 -0.0107 3.1329
O 2.9269 0.4573 -1.4697
C 3.5276 -0.5621 -1.2279
C 3.3614 -1.8540 -1.8864
C 4.2950 -2.8084 -1.6668
C 4.2200 -4.0967 -2.2211
C 3.0565 -4.3842 -2.8318
C 2.1093 -3.4164 -3.2149
C 2.2724 -2.0946 -2.7107
P 1.1804 -0.6933 -3.0702
C 2.2497 0.1265 -4.3088
C 3.5957 -0.1076 -4.5700
C 4.2932 0.6521 -5.5790
C 3.6559 1.6710 -6.2401
C 2.3705 1.9843 -5.8058
C 1.7353 1.2705 -4.7998
C -0.1741 -1.3795 -4.1235
C -0.1904 -2.1194 -5.3199
C -1.3834 -2.2989 -6.0670
C -2.5761 -1.6623 -5.6793
C -2.5814 -1.0111 -4.4923
C -1.4198 -0.7921 -3.7641
H 5.1364 -2.4897 -1.1262
H 4.8858 -4.8970 -1.8496
H 2.8856 -5.4342 -3.0940
H 1.1897 -3.7367 -3.6918
H 4.1366 -1.0351 -4.1326
H 5.3401 0.4180 -5.7807
H 4.1145 2.0658 -7.1367
H 1.9297 2.9263 -6.1625
H 0.6854 1.6165 -4.6456
H 0.7433 -2.4577 -5.7547
H -1.4014 -2.8762 -6.9509
H -3.4606 -1.7313 -6.3103
H -3.4535 -0.4453 -4.1445
H -1.5406 -0.1376 -2.9175
C -2.9698 -2.7517 1.2871
As -1.8210 -1.5382 0.2398
C -3.4057 -1.1525 -0.9285
C -1.0598 -3.0153 -0.8073
H -3.5949 -3.3177 0.5080
H -3.5759 -2.2012 2.0367
H -2.4011 -3.5385 1.8408
H -3.9345 -2.0778 -1.0804
H -3.1804 -0.8093 -1.9421
H -3.9563 -0.4093 -0.3912
H -1.6895 -3.8589 -0.9904
H -0.0483 -3.3528 -0.3902
H -0.7865 -2.6474 -1.7924
C -1.4411 4.4282 -0.4076
C -1.0304 3.1224 -1.1817
C -2.1155 2.4800 -1.9471
O 0.1286 2.8084 -1.2081
H -2.4334 4.7585 -0.6949
H -0.6845 5.2105 -0.5552
H -1.5507 4.0569 0.6028
H -1.7155 1.5898 -2.5289
H -2.6666 3.1473 -2.6158
H -2.8729 2.2236 -1.2189
C -4.2346 3.7701 6.7158
C -3.5264 3.3941 5.4251
C -2.3986 4.1853 4.9927
C -1.6870 3.8561 3.8703
C -0.4730 4.7788 3.6502
C -2.1002 2.7416 3.1085
C -3.2191 1.9822 3.5097
C -3.5161 0.6292 2.8995
C -3.9005 2.2811 4.6802
C -1.3196 2.2619 1.9658
O -1.8757 1.6142 1.0201
O -0.0830 2.4565 1.9498
H -5.1491 4.3253 6.4944
H -3.5992 4.5083 7.2386
H -4.4814 2.9270 7.3396
H -2.0913 4.9059 5.6994
H -0.5379 5.5786 4.3857
H -0.2706 5.2351 2.6549
H 0.4496 4.2168 3.8303
H -2.6603 -0.0306 3.0247
H -3.6331 0.6488 1.8082
H -4.3233 0.1980 3.4778
H -4.7873 1.6965 4.8874
*
```

For the HOMO energy, the calculation gives -7.983 eV. As for the LUMO energy: 0.459 eV. The value obtained for the energy relative to the best compared isomer or geometry (same formula, charge and spin) is 0.1167 eV.

These are the Mulliken partial charges, in e, on atoms 1 to 99:
1 Ba 0.842
2 O -0.115
3 C -1.175
4 C -0.630
5 C -0.898
6 C 0.296
7 C -0.479
8 C -0.958
9 C -0.584
10 C 0.228
11 N 0.365
12 H 0.325
13 H 0.515
14 H 0.314
15 H 0.286
16 H 0.466
17 H -0.113
18 H 0.709
19 H 0.426
20 H 0.520
21 H 0.328
22 H -0.129
23 O -0.757
24 C -0.485
25 C -0.259
26 C -0.039
27 C -0.999
28 C -0.589
29 C -1.037
30 C 1.490
31 P 1.527
32 C 0.475
33 C 0.041
34 C -0.590
35 C -0.578
36 C -0.529
37 C -0.619
38 C -0.169
39 C -0.100
40 C -0.814
41 C -0.637
42 C -0.557
43 C 0.484
44 H 0.545
45 H 0.314
46 H 0.368
47 H 0.403
48 H 0.096
49 H 0.393
50 H 0.381
51 H 0.351
52 H 0.095
53 H 0.525
54 H 0.453
55 H 0.391
56 H 0.358
57 H -0.259
58 C -1.278
59 As 0.860
60 C -0.998
61 C -0.473
62 H 0.390
63 H 0.283
64 H 0.351
65 H 0.525
66 H -0.214
67 H 0.398
68 H 0.538
69 H 0.004
70 H -0.156
71 C -0.827
72 C 1.176
73 C -0.786
74 O -0.640
75 H 0.410
76 H 0.389
77 H -0.027
78 H -0.146
79 H 0.499
80 H 0.284
81 C -1.462
82 C 0.531
83 C -1.117
84 C 0.810
85 C -1.215
86 C 0.097
87 C 0.597
88 C -0.714
89 C -1.056
90 C 1.492
91 O -0.571
92 O -0.983
93 H 0.301
94 H 0.343
95 H 0.366
96 H 0.303
97 H 0.384
98 H 0.189
99 H 0.244


The following is a DFT calculation (the ωB97M-V functional and the def2-TZVPD basis) of a structure of composition C11H16ClGaO3Ti.

```
! wB97M-V def2-TZVPD RIJCOSX def2/J DEFGRID3
* xyz -2 3
Ga 0.2857 -0.4058 -4.0035
Cl 1.0140 -2.0831 -2.9997
C 1.6154 1.0658 -4.2642
C -1.1942 -0.8888 -5.2651
H 1.4559 1.4384 -5.2899
H 1.6270 1.8851 -3.5347
H 2.5144 0.4309 -4.1818
H -1.1005 -0.2178 -6.1374
H -2.2085 -0.8973 -4.8448
H -0.7994 -1.9132 -5.4524
Ti -0.7823 -0.4152 -0.6059
C -2.5717 -1.1707 -0.1261
C -1.3501 1.1699 -1.5396
H -3.2262 -0.5524 -0.7917
H -2.5856 -2.2383 -0.4153
H -2.7239 -1.0079 0.9509
H -2.2099 0.9868 -2.3244
H -0.6099 1.9775 -1.9725
O 0.8593 2.3954 2.6136
C 0.9396 1.2378 3.3343
C 1.1273 1.3642 4.7185
C 1.1948 0.2321 5.5003
C 1.1164 -1.0539 4.9700
C 0.9498 -1.2203 3.5790
C 0.8700 -0.0680 2.8155
C 0.4123 -0.2302 1.4638
O 0.3420 -1.3501 0.8255
O -0.0865 0.7794 0.8328
H 0.5502 2.1565 1.7163
H 1.1960 2.3678 5.1345
H 1.3165 0.3503 6.5878
H 1.1750 -1.9329 5.5873
H 0.8869 -2.1918 3.1191
*
```

For the HOMO energy (alpha / beta), the calculation gives 2.086 / -0.267 eV. As for the LUMO energy (alpha / beta): 4.881 / 4.784 eV.

Charges obtained by Mulliken population analysis, quoted in units of e:
1 Ga 0.133
2 Cl -0.294
3 C -0.908
4 C -0.882
5 H 0.261
6 H 0.309
7 H 0.205
8 H 0.263
9 H 0.286
10 H 0.195
11 Ti 0.303
12 C -1.001
13 C -0.767
14 H 0.282
15 H 0.260
16 H 0.163
17 H 0.069
18 H 0.180
19 O -0.658
20 C 0.180
21 C -0.486
22 C -0.495
23 C -0.380
24 C -0.902
25 C 0.411
26 C 1.309
27 O -0.815
28 O -0.973
29 H 0.440
30 H 0.356
31 H 0.255
32 H 0.349
33 H 0.354


Question: What is the formula in the sixth record?
Answer: C11H16ClGaO3Ti